Entry 1:
A single C4H11NO molecule, computed with ωB97M-V with the def2-TZVPD basis set.

Geometry as XYZ:
```
17
Properties=species:S:1:pos:R:3:forces:R:3
C -0.7751 1.1710 1.7685 0.801 -1.949 2.228
C -0.7827 0.0092 0.7964 2.751 -0.944 0.361
O -2.0665 -0.1386 0.3097 -1.468 -0.162 -0.469
C 0.3316 0.3792 -0.2444 1.148 0.101 -0.801
C 0.7193 -0.7940 -1.2567 -2.022 -2.924 3.788
N 1.5705 -1.0925 -2.3438 3.929 1.645 -0.993
H 0.1885 1.2592 2.3961 -1.392 0.078 -1.280
H -0.9679 1.9714 1.0999 -0.382 1.445 0.301
H -1.5709 0.8925 2.5041 0.320 1.040 -0.440
H -0.4398 -0.9618 1.2611 -0.261 0.785 -0.144
H -2.6966 -0.1682 1.0661 0.777 0.028 -0.845
H 1.2130 0.6539 0.4439 -1.046 -0.367 -1.310
H 0.0340 1.2810 -0.7991 0.003 -0.047 0.229
H 1.1093 -1.5637 -0.5206 -0.925 0.527 -0.325
H -0.1773 -1.2688 -1.6415 -1.097 0.536 0.717
H 2.5018 -1.3680 -1.9560 -0.909 0.291 -0.648
H 1.8089 -0.2618 -2.8837 -0.228 -0.084 -0.370
```
Positions in Å, forces in eV/Å.

The value obtained for the relative energy (zero: lowest compared OMol25 entry of this formula, charge and spin) is 54.3 kcal/mol. The HOMO-LUMO gap comes out at 0.3731 Ha. As for the structure (SMILES): C[C@@H](O)CCN. The total energy comes out at -7862.1983 eV. The calculation puts the LUMO energy at 0.91 eV. The spin multiplicity is 1. For the molecular weight, the calculation gives 89.14 g/mol.

Entry 2:
A single C4H11NO molecule, computed with ωB97M-V with the def2-TZVPD basis set.

Geometry as XYZ:
```
17
Properties=species:S:1:pos:R:3:forces:R:3
C -0.9684 -0.4292 1.4119 -0.559 0.113 -0.429
C -1.4393 0.2947 0.1449 1.356 0.525 -0.138
C -0.2950 1.1327 -0.4903 -0.949 -0.677 -0.238
N 0.7479 0.4171 -1.1751 0.890 0.181 0.328
C 1.7803 -0.2366 -0.4628 -0.919 -1.214 0.692
O 1.5613 -1.6821 -0.2748 0.009 0.445 -0.157
H -1.8272 -0.7223 2.0157 0.128 -0.043 0.152
H -0.2903 0.1956 2.0015 -0.234 0.013 0.010
H -0.4210 -1.3183 1.1339 0.166 -0.267 0.131
H -2.1824 1.0412 0.3260 -0.809 0.352 0.606
H -1.8707 -0.3645 -0.6041 0.045 -0.316 -0.039
H -0.7616 1.8329 -1.1827 0.127 0.062 -0.199
H 0.1423 1.7352 0.2966 0.268 0.151 0.180
H 0.5603 0.0187 -2.0692 -0.284 0.048 -0.488
H 2.7383 -0.2143 -0.9425 0.527 0.408 -0.363
H 1.8169 0.1742 0.5460 0.257 0.269 -0.088
H 0.7085 -1.8749 -0.6750 -0.020 -0.050 0.040
```
Positions in Å, forces in eV/Å.

The value obtained for the relative energy (zero: lowest compared OMol25 entry of this formula, charge and spin) is 27.1 kcal/mol. The HOMO-LUMO gap comes out at 0.3648 Ha. As for the structure (SMILES): CCCNCO. The total energy comes out at -7863.3788 eV. The calculation puts the LUMO energy at 1.08 eV. The spin multiplicity is 1. For the molecular weight, the calculation gives 89.14 g/mol.

Entry 3:
2 unconnected molecules or ions with the total composition C4H11NO, computed with ωB97M-V with the def2-TZVPD basis set.

Geometry as XYZ:
```
17
Properties=species:S:1:pos:R:3:forces:R:3
C 1.1326 -0.6453 0.8711 0.055 0.218 0.155
C -0.2453 -0.1410 0.4676 0.193 0.683 -0.469
C 0.0932 1.0476 -0.4718 -0.514 -0.808 -0.003
N 1.3748 0.6966 -1.0588 1.120 -0.659 -0.138
C 1.9167 -0.5319 -0.4340 -0.283 0.118 0.053
H 1.1060 -1.6435 1.2971 0.146 -0.129 -0.004
H 1.5726 0.0379 1.5958 0.024 0.003 0.206
H -0.7382 -0.9046 -0.1343 -0.128 -0.117 -0.008
H -0.9210 0.1683 1.2625 0.134 -0.125 0.249
H -0.7143 1.1082 -1.2034 0.138 0.391 -0.126
H 0.1978 1.9962 0.0565 -0.258 -0.006 0.132
H 1.4158 0.5535 -2.0532 -0.509 0.428 -0.185
H 1.7425 -1.4191 -1.0510 -0.125 -0.062 -0.085
H 2.9975 -0.4550 -0.3117 -0.005 0.058 0.232
O -3.8056 0.0847 0.0261 -0.004 -0.083 -0.198
H -3.9461 0.6160 0.8057 -0.226 0.417 0.287
H -3.1792 -0.5688 0.3360 0.243 -0.327 -0.097
```
Positions in Å, forces in eV/Å.

The value obtained for the relative energy (zero: lowest compared OMol25 entry of this formula, charge and spin) is 22.3 kcal/mol. The HOMO-LUMO gap comes out at 0.3446 Ha. As for the structure (SMILES): C1CCNC1.O. The total energy comes out at -7863.5874 eV. The calculation puts the LUMO energy at 0.83 eV. The spin multiplicity is 1. For the molecular weight, the calculation gives 89.14 g/mol.

Entry 4:
A gas-phase ion, C4H11NO (charge +1), computed with ωB97M-V with the def2-TZVPD basis set.

Geometry as XYZ:
```
17
Properties=species:S:1:pos:R:3:forces:R:3
C 0.5007 -1.5396 0.3882 -0.121 -0.322 -2.056
N 0.5655 -0.1499 -0.1062 0.257 0.483 4.221
C 1.8596 0.4878 0.2100 -0.232 0.292 -1.078
C -0.5787 0.6779 0.3692 0.239 0.943 -1.155
C -1.8254 0.4934 -0.4643 -0.681 -0.867 0.035
O -1.5808 0.7727 -1.8211 0.294 0.232 0.163
H 1.5089 -1.9323 0.4542 -0.035 -0.017 0.438
H -0.1262 -1.5763 1.2743 0.278 0.039 0.244
H 0.0016 -2.1665 -0.3569 -0.191 0.035 -0.049
H 1.7147 1.5491 0.3825 0.001 0.017 -0.201
H 2.5061 0.3545 -0.6587 0.308 -0.089 0.095
H 2.3022 0.0424 1.1008 -0.048 -0.286 -0.143
H -0.2811 1.7247 0.4074 0.103 0.110 -0.990
H -0.6681 0.5509 1.4335 -0.341 -1.067 0.641
H -2.6040 1.1301 -0.0560 0.068 0.527 -0.274
H -2.2908 -0.4966 -0.3874 0.425 -0.225 0.276
H -1.0041 0.0777 -2.1697 -0.325 0.195 -0.166
```
Positions in Å, forces in eV/Å.

The value obtained for the relative energy (zero: lowest compared OMol25 entry of this formula, charge and spin) is 43.1 kcal/mol. The HOMO-LUMO gap (spin up / spin down) comes out at 0.4399 / 0.2542 Ha. The net charge is +1. The total energy comes out at -7854.4714 eV. The calculation puts the LUMO energy (spin up / spin down) at -3.02 / -8.06 eV. The spin multiplicity is 2. For the molecular weight, the calculation gives 89.14 g/mol.

Entry 5:
2 unconnected molecules or ions with the total composition C4H11NO2, computed with ωB97M-V with the def2-TZVPD basis set.

Geometry as XYZ:
```
18
Properties=species:S:1:pos:R:3:forces:R:3
C 0.4027 -1.6078 -2.0357 -1.563 -0.713 -1.801
N -0.8369 -0.7875 -1.8751 0.935 -2.414 0.492
C 0.0366 1.0121 -0.6334 -1.366 2.901 0.168
C -0.8658 -0.1810 -0.5599 -0.662 -1.284 0.974
C -0.3684 -1.1995 0.5567 0.292 3.749 -1.966
O -1.2462 -2.0146 0.8561 -0.152 -2.227 1.539
H 0.9460 -1.1955 -2.9523 -0.676 -1.402 0.603
H -0.0845 -2.6848 -2.0339 1.920 1.702 -0.631
H 1.1355 -1.5785 -1.2320 -0.323 0.295 0.264
H -0.9177 -0.0363 -2.5039 0.281 0.731 -1.310
H -0.5367 1.8423 -0.1231 0.690 -0.184 -0.964
H 0.3931 1.2780 -1.6577 -0.884 0.157 0.304
H 0.9590 1.0520 -0.1239 1.112 -0.956 1.244
H -2.0478 -0.0498 -0.5114 2.274 0.699 0.946
H 0.7471 -0.9499 0.8744 -1.861 -1.018 0.113
H 0.7264 2.7896 5.3080 0.130 1.717 0.883
H 0.8710 2.2782 3.8735 0.056 0.203 -0.554
O 0.6865 2.0331 4.7737 -0.201 -1.957 -0.305
```
Positions in Å, forces in eV/Å.

The value obtained for the relative energy (zero: lowest compared OMol25 entry of this formula, charge and spin) is 82.5 kcal/mol. The HOMO-LUMO gap (spin up / spin down) comes out at 0.1090 / 0.2450 Ha. The net charge is -1. The total energy comes out at -9907.8595 eV. The calculation puts the LUMO energy (spin up / spin down) at 3.43 / 3.27 eV. The spin multiplicity is 2. For the molecular weight, the calculation gives 105.14 g/mol.

Entry 6:
2 unconnected molecules or ions with the total composition C4H11NO2, computed with ωB97M-V with the def2-TZVPD basis set.

Geometry as XYZ:
```
18
Properties=species:S:1:pos:R:3:forces:R:3
C 1.0675 1.7584 0.4294 0.076 0.430 -0.083
N 0.1670 0.8353 0.0488 -0.033 -0.196 0.244
C -0.1670 0.5432 -1.3170 -0.495 -0.165 -0.595
C 0.1992 -0.8805 -1.7246 0.159 -0.472 0.610
C -0.6617 -1.9382 -1.0315 0.167 -0.078 -0.146
O 1.6566 2.5184 -0.3263 0.135 -0.183 -0.117
H 1.2227 1.7826 1.5114 -0.160 -0.086 0.184
H -0.3891 0.4003 0.7808 0.246 0.035 0.074
H 0.3226 1.2329 -1.9947 0.208 0.332 0.238
H -1.2441 0.6957 -1.4413 -0.064 -0.038 -0.102
H 1.2442 -1.0421 -1.4419 0.011 0.032 -0.019
H 0.1578 -1.0383 -2.8006 -0.159 0.277 -0.201
H -0.2971 -2.9424 -1.2521 0.003 -0.060 -0.080
H -0.6286 -1.8419 0.0516 -0.086 0.103 0.127
H -1.7018 -1.8865 -1.3600 -0.019 0.076 0.074
H -0.0153 1.0088 4.5782 -0.184 -0.117 -0.005
H -0.8861 0.1442 3.6187 0.008 0.035 0.126
O -0.0469 0.6501 3.6712 0.187 0.075 -0.327
```
Positions in Å, forces in eV/Å.

The value obtained for the relative energy (zero: lowest compared OMol25 entry of this formula, charge and spin) is 10.9 kcal/mol. The HOMO-LUMO gap (spin up / spin down) comes out at 0.1035 / 0.3646 Ha. The net charge is -1. The total energy comes out at -9910.9647 eV. The calculation puts the LUMO energy (spin up / spin down) at 3.58 / 3.49 eV. The spin multiplicity is 2. For the molecular weight, the calculation gives 105.14 g/mol.